The following is a DFT calculation (ωB97M-V with the def2-TZVPD basis set) of a structure of composition H41O20.

Positions of all 61 atoms, in Å:
O1 1.465 1.942 3.868
H1 -3.293 0.850 4.477
O2 -0.393 -1.336 -5.426
H2 -1.251 -0.939 -5.364
H3 2.777 -3.065 -3.308
O3 -0.728 1.771 1.606
H4 -1.124 1.147 2.270
H5 -1.238 1.695 0.741
O4 -2.366 0.716 -1.110
H6 -3.008 1.144 -1.662
H7 -0.975 -4.267 0.879
O5 1.496 1.549 -3.712
H8 0.476 2.863 1.658
H9 -1.957 -0.078 -1.473
O6 1.193 3.509 1.985
H10 -4.162 -3.499 0.354
H11 1.123 1.653 -4.604
O7 -1.047 -1.592 -1.582
H12 -2.704 0.863 3.080
H13 -3.518 -4.878 0.989
O8 2.778 2.067 1.159
H14 3.595 2.455 0.813
H15 2.946 1.172 0.723
O9 -4.471 1.784 0.625
H16 -3.910 2.194 -0.011
H17 2.397 1.685 -3.468
O10 3.384 3.242 -1.792
H18 3.959 4.003 -1.722
H19 2.412 3.307 -1.838
O11 2.748 -3.890 1.487
H20 3.723 -3.766 1.749
H21 -0.487 -1.815 -2.325
O12 0.810 3.973 -1.353
H22 1.424 4.628 -1.657
H23 1.241 3.112 -1.304
O13 -2.880 -0.605 1.058
H24 -3.389 0.215 1.033
H25 -2.255 -0.731 0.342
O14 -0.770 -1.423 3.895
H26 -0.372 -2.294 -5.336
H27 -0.977 -1.764 4.761
O15 -2.581 1.214 3.956
H28 2.480 -2.963 1.396
H29 0.884 1.231 3.537
O16 -0.493 -4.674 0.178
H30 2.600 -1.579 -1.127
H31 -1.023 -4.760 -0.619
O17 2.171 -2.016 -0.349
H32 1.965 -2.917 -0.603
H33 -1.162 -1.980 3.212
O18 -3.813 -4.362 0.201
H34 1.047 2.425 4.631
H35 -0.263 -1.616 -1.002
O19 3.201 -2.653 -2.493
H36 1.399 2.617 2.814
H37 3.370 -1.854 -3.021
O20 0.186 0.505 -1.833
H38 0.513 1.294 -2.312
H39 0.360 -0.035 -2.619
H40 1.909 3.535 1.238
H41 -4.583 2.183 1.486

Forces on the atoms, in the same order (eV/Å):
O -0.6 0.3 -0.2
H -0.2 -0.2 0.2
O 1.7 0.2 0.1
H -0.9 -0.5 0.1
H 0.5 -0.5 1.8
O -1.0 -0.7 -0.6
H 0.4 0.7 -1.2
H 0.7 -0.3 1.4
O 0.0 1.2 1.1
H -0.2 -0.4 -0.8
H -0.9 0.4 0.2
O -1.9 -0.2 0.0
H 0.0 1.1 -0.4
H 0.1 0.0 -0.8
O -0.1 -0.7 -0.6
H -0.2 0.7 1.0
H 1.4 0.2 0.3
O 0.9 -1.2 0.5
H -0.4 -0.6 -0.4
H -0.8 1.3 -0.7
O 2.3 -2.9 -2.0
H 0.1 0.5 0.3
H -1.0 1.1 0.9
O -1.1 -1.9 0.4
H 0.7 1.1 0.1
H 1.1 0.5 -1.1
O 0.4 -2.0 -0.1
H -0.8 0.6 -0.2
H 2.1 1.2 -0.5
O 2.3 0.5 1.0
H -2.1 -0.6 -0.6
H -0.7 -0.3 -1.3
O -1.1 -0.6 0.5
H 0.4 0.6 -0.2
H -1.0 0.0 0.5
O 0.2 -1.2 2.0
H 0.1 0.0 -1.2
H -0.6 0.7 -0.1
O 0.4 0.6 -0.6
H -0.8 0.2 -0.1
H -0.2 -0.4 0.1
O 0.4 0.7 0.2
H -0.1 -0.2 -0.1
H 0.0 -0.3 0.9
O 1.3 -0.5 -0.7
H -0.8 -1.2 1.3
H -0.5 0.3 0.4
O -0.3 1.9 0.0
H 0.3 -0.3 -0.2
H -0.1 0.0 0.4
O 1.0 -2.0 -0.3
H 0.2 -0.8 -1.0
H -0.5 0.3 1.1
O -0.6 -0.2 -3.8
H 0.9 1.9 0.2
H 0.7 0.5 0.7
O 1.1 0.9 -0.9
H -0.4 0.1 0.8
H -0.2 -0.5 0.5
H -2.1 -0.4 2.1
H 0.4 0.9 -0.2

Strongest force on any atom = 0.0823 hartree/bohr
Energy above the lowest of the compared OMol25 structures with the same formula, charge and spin = 133.34 kcal per mole
Kohn-Sham gap = 9.8 eV
Total charge = +1
LUMO energy = -2.79 eV